1.
# C23H20BrClPTi

A structure of composition C23H20BrClPTi at a distorted geometry (ωB97M-V/def2-TZVPD, OMol25).

Cartesian coordinates (Å):
C  -1.083  -1.789  2.303
C  -0.976  -1.465  0.906
C  0.420  -1.427  0.566
H  -1.795  -1.402  0.196
C  1.167  -1.756  1.760
C  0.232  -1.940  2.834
H  0.487  -2.223  3.852
H  -2.011  -1.949  2.845
H  0.823  -1.345  -0.443
H  2.238  -1.906  1.818
Ti  0.036  0.180  1.977
Cl  1.825  1.284  1.280
P  -0.029  0.449  -3.017
C  1.244  -0.637  -3.680
C  1.056  -1.436  -4.819
H  0.130  -1.369  -5.393
C  2.061  -2.327  -5.205
H  1.917  -2.953  -6.086
C  3.242  -2.426  -4.464
H  4.015  -3.136  -4.758
C  3.442  -1.610  -3.341
H  4.371  -1.679  -2.773
C  2.458  -0.711  -2.948
H  2.605  -0.066  -2.079
C  -1.652  -0.096  -3.587
C  -2.006  -1.461  -3.442
H  -1.255  -2.198  -3.148
C  -3.324  -1.852  -3.662
H  -3.599  -2.900  -3.555
C  -4.300  -0.908  -4.013
H  -5.331  -1.223  -4.176
C  -3.953  0.439  -4.155
H  -4.716  1.175  -4.416
C  -2.635  0.848  -3.953
H  -2.369  1.899  -4.055
C  0.298  2.121  -3.611
C  0.868  2.376  -4.870
H  1.068  1.551  -5.555
C  1.181  3.691  -5.225
H  1.633  3.895  -6.196
C  0.917  4.741  -4.340
H  1.157  5.766  -4.625
C  0.339  4.486  -3.089
H  0.126  5.310  -2.407
C  0.038  3.182  -2.712
H  -0.381  2.951  -1.729
Br  -1.807  1.505  1.331

⟨S²⟩ ... 0.7537
Max |F| ... 2.04 eV/Å
M ... 490.61 g/mol
E_tot ... -139146.8561 eV
Energy relative to the best compared isomer or geometry (same formula, charge and spin) ... 0.0 kJ/mol
Multiplicity ... 2

Here are the Löwdin charges for atoms 1 to 6, given in e: atom 1 (C): -0.18, atom 2 (C): -0.25, atom 3 (C): -0.23, atom 4 (H): 0.11, atom 5 (C): -0.20, atom 6 (C): -0.17

2.
# C23H20CeN6O4

A structure of composition C23H20CeN6O4 (ωB97M-V/def2-TZVPD, OMol25).

Cartesian coordinates (Å):
Ce  -0.577  -0.166  0.329
O  1.665  -3.231  2.975
C  1.208  -2.166  2.396
O  0.400  -2.173  1.462
C  1.720  -0.877  2.953
C  2.675  -0.772  3.952
C  3.043  0.505  4.358
C  2.448  1.611  3.760
C  1.498  1.396  2.772
N  1.145  0.175  2.379
C  0.735  2.456  2.030
O  0.947  3.725  2.222
O  -0.121  2.121  1.212
H  1.300  -4.040  2.569
H  3.113  -1.654  4.399
H  3.782  0.640  5.137
H  2.734  2.603  4.084
H  1.623  3.918  2.891
C  -3.192  1.391  -1.722
N  -1.843  1.775  -1.237
C  -0.943  2.258  -2.311
C  0.466  1.902  -1.968
N  0.777  0.764  -1.359
C  2.177  0.777  -1.210
C  3.047  -0.172  -0.676
C  4.394  0.138  -0.678
C  4.872  1.346  -1.213
C  4.021  2.282  -1.769
C  2.669  1.963  -1.746
N  1.546  2.645  -2.220
C  -3.403  -0.078  -1.532
N  -2.653  -0.818  -0.723
C  -3.200  -2.120  -0.781
C  -2.830  -3.297  -0.136
C  -3.578  -4.425  -0.410
C  -4.668  -4.393  -1.296
C  -5.045  -3.231  -1.937
C  -4.282  -2.107  -1.653
N  -4.375  -0.788  -2.107
H  -3.956  1.941  -1.169
H  -3.323  1.658  -2.772
H  -1.950  2.536  -0.572
H  -1.200  1.759  -3.248
H  -1.045  3.331  -2.484
H  2.716  -1.147  -0.334
H  5.106  -0.582  -0.298
H  5.937  1.535  -1.214
H  4.395  3.196  -2.209
H  1.542  3.534  -2.701
H  -2.008  -3.356  0.569
H  -3.329  -5.359  0.074
H  -5.227  -5.301  -1.473
H  -5.888  -3.204  -2.613
H  -5.063  -0.424  -2.750

Charge ... +3
⟨S²⟩ ... 0.7507
Max |F| ... 0.45 eV/Å
M ... 584.57 g/mol
E_tot ... -54216.2973 eV
Energy relative to the best compared isomer or geometry (same formula, charge and spin) ... 0.0 kJ/mol
Multiplicity ... 2

Here are the Löwdin charges for atoms 1 to 6, given in e: atom 1 (Ce): 1.69, atom 2 (O): 0.24, atom 3 (C): -0.41, atom 4 (O): -0.04, atom 5 (C): -0.14, atom 6 (C): 0.09

3.
# C23H20Cl2N4O6Ti

A structure of composition C23H20Cl2N4O6Ti (ωB97M-V/def2-TZVPD, OMol25).

Cartesian coordinates (Å):
Ti  -0.203  -0.106  0.136
Cl  -2.907  -1.733  3.915
C  -2.184  -0.176  3.768
C  -2.339  0.765  4.805
C  -1.787  2.009  4.714
Cl  -2.006  3.139  6.000
C  -1.030  2.377  3.573
C  -0.408  3.624  3.363
C  0.301  3.840  2.211
C  0.412  2.817  1.263
N  -0.153  1.638  1.427
C  -0.882  1.412  2.559
C  -1.478  0.128  2.634
O  -1.293  -0.692  1.601
H  -2.909  0.488  5.681
H  -0.501  4.397  4.114
H  0.781  4.790  2.023
H  0.978  2.960  0.349
C  -4.088  0.718  0.008
C  -3.086  1.215  -0.970
N  -1.800  0.909  -0.988
C  -1.230  1.615  -2.025
C  -2.185  2.357  -2.646
N  -3.342  2.084  -1.968
C  -2.213  3.300  -3.799
O  -1.072  3.507  -4.414
O  -3.239  3.881  -4.040
C  0.239  1.526  -2.210
O  0.800  2.121  -3.111
O  0.817  0.790  -1.302
H  -3.680  -0.135  0.545
H  -5.012  0.424  -0.487
H  -4.329  1.496  0.736
H  -4.228  2.500  -2.225
H  -0.339  2.949  -4.055
O  -0.521  -1.818  -1.162
C  0.615  -2.681  -1.429
C  0.747  -3.770  -0.385
C  0.695  -3.257  1.064
C  1.790  -2.282  1.394
C  2.927  -2.699  2.072
C  3.918  -1.786  2.387
C  3.759  -0.464  2.004
C  2.619  -0.120  1.313
N  1.646  -0.997  1.015
H  -1.337  -2.330  -1.135
H  1.475  -2.013  -1.436
H  0.506  -3.101  -2.428
H  1.689  -4.293  -0.568
H  -0.047  -4.509  -0.522
H  0.775  -4.112  1.735
H  -0.268  -2.791  1.274
H  3.021  -3.736  2.362
H  4.801  -2.103  2.926
H  4.503  0.285  2.230
H  2.463  0.897  0.979

Charge ... +1
⟨S²⟩ ... 0.7526
Max |F| ... 0.66 eV/Å
M ... 567.21 g/mol
E_tot ... -90582.9617 eV
Energy relative to the best compared isomer or geometry (same formula, charge and spin) ... 0.0 kJ/mol
Multiplicity ... 2

Here are the Löwdin charges for atoms 1 to 6, given in e: atom 1 (Ti): 1.12, atom 2 (Cl): 0.75, atom 3 (C): -0.58, atom 4 (C): -0.10, atom 5 (C): -0.60, atom 6 (Cl): 0.74

Which of these has the highest E_tot? C23H20CeN6O4

Repeat the third record exactly.
# C23H20Cl2N4O6Ti

A structure of composition C23H20Cl2N4O6Ti (ωB97M-V/def2-TZVPD, OMol25).

Cartesian coordinates (Å):
Ti  -0.203  -0.106  0.136
Cl  -2.907  -1.733  3.915
C  -2.184  -0.176  3.768
C  -2.339  0.765  4.805
C  -1.787  2.009  4.714
Cl  -2.006  3.139  6.000
C  -1.030  2.377  3.573
C  -0.408  3.624  3.363
C  0.301  3.840  2.211
C  0.412  2.817  1.263
N  -0.153  1.638  1.427
C  -0.882  1.412  2.559
C  -1.478  0.128  2.634
O  -1.293  -0.692  1.601
H  -2.909  0.488  5.681
H  -0.501  4.397  4.114
H  0.781  4.790  2.023
H  0.978  2.960  0.349
C  -4.088  0.718  0.008
C  -3.086  1.215  -0.970
N  -1.800  0.909  -0.988
C  -1.230  1.615  -2.025
C  -2.185  2.357  -2.646
N  -3.342  2.084  -1.968
C  -2.213  3.300  -3.799
O  -1.072  3.507  -4.414
O  -3.239  3.881  -4.040
C  0.239  1.526  -2.210
O  0.800  2.121  -3.111
O  0.817  0.790  -1.302
H  -3.680  -0.135  0.545
H  -5.012  0.424  -0.487
H  -4.329  1.496  0.736
H  -4.228  2.500  -2.225
H  -0.339  2.949  -4.055
O  -0.521  -1.818  -1.162
C  0.615  -2.681  -1.429
C  0.747  -3.770  -0.385
C  0.695  -3.257  1.064
C  1.790  -2.282  1.394
C  2.927  -2.699  2.072
C  3.918  -1.786  2.387
C  3.759  -0.464  2.004
C  2.619  -0.120  1.313
N  1.646  -0.997  1.015
H  -1.337  -2.330  -1.135
H  1.475  -2.013  -1.436
H  0.506  -3.101  -2.428
H  1.689  -4.293  -0.568
H  -0.047  -4.509  -0.522
H  0.775  -4.112  1.735
H  -0.268  -2.791  1.274
H  3.021  -3.736  2.362
H  4.801  -2.103  2.926
H  4.503  0.285  2.230
H  2.463  0.897  0.979

Charge ... +1
⟨S²⟩ ... 0.7526
Max |F| ... 0.66 eV/Å
M ... 567.21 g/mol
E_tot ... -90582.9617 eV
Energy relative to the best compared isomer or geometry (same formula, charge and spin) ... 0.0 kJ/mol
Multiplicity ... 2

Here are the Löwdin charges for atoms 1 to 6, given in e: atom 1 (Ti): 1.12, atom 2 (Cl): 0.75, atom 3 (C): -0.58, atom 4 (C): -0.10, atom 5 (C): -0.60, atom 6 (Cl): 0.74

Among the records above, which one has the lowest ⟨S²⟩? C23H20CeN6O4